1.
Density functional theory data (the ωB97M-V functional and the def2-TZVPD basis) for a 7-piece molecular cluster, C12H36BF4NO9 overall in a non-equilibrium geometry.

Last column: Mulliken charge in e.
Cartesian coordinates (Å):
1 N -0.29913 0.81945 1.00913  0.653
2 H 0.01360 1.52114 0.35344  0.498
3 H 0.17763 -0.06072 0.87459  0.145
4 H -1.28247 0.73316 0.79536  0.456
5 H -0.14591 1.21687 1.92493  -0.141
6 B 2.91694 1.02577 1.96166  0.649
7 F 2.01435 0.17525 2.57048  -0.524
8 F 2.53494 2.38046 1.97585  -0.389
9 F 4.12669 0.90011 2.56256  -0.320
10 F 3.13005 0.59521 0.67235  -0.388
11 C -0.53344 -1.86478 -3.30689  -0.001
12 C -0.02278 -2.95656 -4.13478  -0.626
13 C 1.48947 -2.63572 -4.25464  -0.517
14 O 1.74796 -1.80413 -3.09069  -0.442
15 C 0.57111 -0.92833 -2.99984  0.233
16 H -1.08685 -2.30244 -2.47605  -0.216
17 H -1.35362 -1.26575 -3.70259  0.431
18 H -0.41478 -3.02946 -5.14923  0.284
19 H -0.21303 -3.87643 -3.58185  0.264
20 H 1.70174 -2.09293 -5.17574  0.306
21 H 2.08262 -3.54760 -4.18573  0.339
22 H 0.69475 -0.06907 -3.65899  0.284
23 H 0.46898 -0.48161 -2.01084  -0.264
24 C 1.19116 4.28858 -2.51918  -0.522
25 C 0.47969 3.97501 -1.19311  -0.483
26 O 0.07702 2.59170 -1.02057  -0.561
27 O 0.59228 3.74124 -3.68694  -0.556
28 H 2.19226 3.86678 -2.42982  0.330
29 H 1.31722 5.33995 -2.77770  0.355
30 H -0.49177 4.45437 -1.07236  0.352
31 H 0.98194 4.34797 -0.30050  0.355
32 H -0.35657 2.28470 -1.82017  0.239
33 H 1.20059 3.39643 -4.34470  0.308
34 C -3.59658 -2.23612 0.41888  -0.535
35 C -3.43039 -1.16002 1.49775  -0.530
36 O -2.88673 0.06263 1.01387  -0.635
37 O -2.35453 -2.98775 0.29438  -0.547
38 H -3.91324 -1.78513 -0.52156  0.304
39 H -4.34083 -2.98569 0.68782  0.387
40 H -2.76369 -1.52704 2.27808  0.180
41 H -4.39998 -1.01125 1.97299  0.619
42 H -3.25877 0.71233 1.61476  0.243
43 H -2.53413 -3.78807 -0.20445  0.257
44 C 0.77117 -3.02512 0.55716  -0.379
45 C 2.25575 -2.65821 0.28121  -0.388
46 O 2.89738 -2.17666 1.43518  -0.096
47 O -0.02176 -1.82379 0.69657  -0.549
48 H 0.67381 -3.54944 1.50779  0.374
49 H 0.48064 -3.69264 -0.25408  0.363
50 H 2.33092 -1.94725 -0.54158  0.335
51 H 2.84834 -3.50515 -0.06466  0.440
52 H 2.47781 -1.33860 1.64306  0.401
53 H -0.90422 -2.19021 0.60384  0.232
54 C -0.48579 1.58813 4.42469  -0.577
55 C -0.57926 3.03123 3.93558  -0.377
56 O -0.02442 3.20461 2.61306  -0.446
57 O -1.35762 0.62013 3.77478  -0.436
58 H -0.67334 1.56249 5.49813  0.472
59 H 0.54643 1.26810 4.28255  0.203
60 H -0.04891 3.65998 4.65078  0.341
61 H -1.63242 3.30921 3.89467  0.312
62 H -0.47208 3.87365 2.09002  0.242
63 H -1.10632 -0.24306 4.11144  0.259

Its highest occupied orbital energy (spin up / spin down) is -12.8 / -12.8 eV. As for the multiplicity: 2. The molecular weight is 425.22 g/mol. Its net charge is +1.

***

2.
Density functional theory data (the ωB97M-V functional and the def2-TZVPD basis) for a 7-piece molecular cluster, C12H36BF4O12 overall in a non-equilibrium geometry.

Last column: Mulliken charge in e.
Cartesian coordinates (Å):
1 B 7.18952 9.19558 12.05375  0.589
2 F 7.08405 10.53836 11.78597  -0.344
3 F 6.80780 8.33322 11.01931  -0.340
4 F 8.52835 8.92195 12.45641  -0.538
5 F 6.32028 8.88224 13.10614  -0.287
6 C 10.16787 6.03767 15.56650  -0.119
7 C 10.64091 6.26119 16.99351  -0.536
8 O 9.59955 6.86899 17.77642  -0.555
9 O 9.90905 7.36665 15.10699  -0.319
10 H 9.21388 5.49254 15.63602  0.106
11 H 10.87264 5.45048 14.97855  0.366
12 H 11.52950 6.89613 17.07034  0.274
13 H 10.89187 5.29352 17.49409  0.332
14 H 9.42315 7.76223 17.41141  0.294
15 H 9.68294 7.38024 14.16136  0.146
16 C 5.62988 5.34837 10.51605  -0.596
17 C 6.36195 5.57006 9.18388  0.094
18 O 7.11417 4.53567 8.70371  -0.527
19 O 6.45331 5.27948 11.66481  -0.521
20 H 5.11482 4.36310 10.45315  0.503
21 H 4.81150 6.07066 10.55669  0.349
22 H 7.03438 6.41631 9.28571  -0.031
23 H 5.51966 5.91724 8.55942  0.170
24 H 6.58745 3.72028 8.74266  0.334
25 H 6.82048 6.16902 11.78991  0.188
26 C 4.70548 6.69930 15.07884  -0.771
27 C 6.06904 5.95567 15.11833  0.183
28 O 5.96754 4.56747 14.66797  -0.615
29 O 4.30510 6.91963 13.79012  -0.568
30 H 4.75695 7.55923 15.73526  0.305
31 H 3.98658 6.07011 15.65036  0.398
32 H 6.47613 5.88904 16.11276  0.450
33 H 6.73234 6.50022 14.42465  -0.108
34 H 5.75632 4.61018 13.70984  0.356
35 H 4.93330 7.55459 13.44423  0.443
36 C 10.05696 12.02001 10.30291  -0.481
37 C 10.70701 10.75312 9.72557  -0.356
38 O 9.73205 9.75100 9.72125  -0.491
39 O 9.68436 11.79628 11.69078  -0.496
40 H 9.25829 12.47453 9.71410  0.255
41 H 10.80664 12.80087 10.34392  0.346
42 H 11.57512 10.54466 10.37471  0.320
43 H 11.01572 10.96018 8.69664  0.324
44 H 9.50943 9.47966 10.61904  0.194
45 H 8.83665 11.33788 11.73931  0.277
46 C 8.99858 11.11642 16.56099  -0.726
47 C 8.49787 10.39280 15.28539  0.012
48 O 7.57661 9.44491 15.73692  -0.526
49 O 9.71869 10.23093 17.41696  -0.457
50 H 8.13542 11.51690 17.11445  0.301
51 H 9.64029 11.95806 16.26678  0.396
52 H 9.30209 10.04628 14.64144  0.196
53 H 7.95946 11.12093 14.64327  0.273
54 H 7.26685 8.87451 15.03738  0.225
55 H 10.22088 10.83182 17.97750  0.268
56 C 5.75228 9.29385 6.67024  -0.538
57 C 6.13151 9.90095 8.07521  0.296
58 O 7.37759 10.63184 8.01473  -0.507
59 O 6.68098 8.28126 6.39763  -0.506
60 H 5.75578 10.10160 5.93995  0.305
61 H 4.75758 8.84974 6.66205  0.334
62 H 6.19964 9.08585 8.78405  -0.272
63 H 5.36821 10.63272 8.46829  0.269
64 H 8.00362 10.08629 8.51996  0.364
65 H 7.49638 8.73247 6.16534  0.298

Its highest occupied orbital energy is -6.9 eV. Its energy relative to the best compared isomer or geometry (same formula, charge and spin) is 0.021 eV. The molecular weight is 459.21 g/mol. Its net charge is -1.

***

3.
Density functional theory data (the ωB97M-V functional and the def2-TZVPD basis) for C12H36BF4O12Tl as an isolated structure in a non-equilibrium geometry.

Last column: Mulliken charge in e.
Cartesian coordinates (Å):
1 Tl 0.56949 -3.24281 2.64725  0.889
2 B 0.69819 -0.29142 0.96673  0.434
3 F 1.85359 -1.09578 0.92622  -0.425
4 F 1.09244 1.06684 0.73712  -0.256
5 F -0.18251 -0.71401 -0.06855  -0.098
6 F 0.11181 -0.35827 2.22721  -0.380
7 C -3.79337 1.06268 -0.94697  -0.590
8 C -2.52359 1.67894 -0.38513  -0.330
9 O -1.40917 1.35295 -1.20901  -0.336
10 O -3.93961 -0.25268 -0.39217  -0.408
11 H -3.73553 1.02089 -2.04004  0.252
12 H -4.65026 1.68469 -0.67390  0.488
13 H -2.34863 1.23303 0.60014  0.201
14 H -2.65042 2.75466 -0.22053  0.454
15 H -0.77428 0.86011 -0.66350  -0.029
16 H -4.86424 -0.51454 -0.45600  0.260
17 C 0.56468 3.80169 -1.52839  0.224
18 C 1.15328 4.97412 -2.28029  -0.694
19 O 2.20220 4.61496 -3.12270  -0.443
20 O 1.52310 3.34112 -0.60141  -0.369
21 H 0.34553 2.95451 -2.19606  0.128
22 H -0.34470 4.03568 -0.97025  0.279
23 H 1.42522 5.78118 -1.58381  0.321
24 H 0.34386 5.41947 -2.86336  0.394
25 H 2.92417 4.23285 -2.60377  0.351
26 H 1.11584 2.71634 0.03045  0.332
27 C 3.06731 1.25134 -1.94762  0.157
28 C 3.07070 -0.32223 -1.83100  0.048
29 O 4.17909 -0.84782 -1.26129  -0.425
30 O 3.96847 1.73889 -2.84841  -0.436
31 H 3.35337 1.53723 -0.93759  0.240
32 H 2.07315 1.54659 -2.30435  0.130
33 H 2.94131 -0.80224 -2.81559  0.429
34 H 2.12567 -0.70801 -1.39725  -0.283
35 H 4.19865 -0.66490 -0.30610  0.418
36 H 3.86718 1.35373 -3.73308  0.404
37 C -3.23640 -3.77975 2.81598  -0.643
38 C -3.01062 -3.35172 1.40353  -0.124
39 O -1.91245 -2.42438 1.41637  -0.215
40 O -2.04710 -4.38225 3.30786  -0.463
41 H -4.10352 -4.43443 2.93749  0.445
42 H -3.47695 -2.92378 3.45195  0.244
43 H -3.90123 -2.81116 1.06652  0.232
44 H -2.84960 -4.20265 0.73770  0.261
45 H -2.10252 -1.70402 0.80638  -0.051
46 H -2.16843 -5.28746 3.60581  0.281
47 C 2.44969 -0.86762 5.07088  -0.703
48 C 1.81330 0.42843 4.70703  0.098
49 O 2.60415 1.06836 3.72606  -0.514
50 O 2.72500 -1.69858 3.94397  -0.481
51 H 1.84973 -1.34372 5.84640  0.384
52 H 3.41461 -0.65624 5.54325  0.337
53 H 1.59660 1.02189 5.61618  0.445
54 H 0.77093 0.35440 4.33505  -0.029
55 H 2.26008 1.94260 3.51906  0.308
56 H 3.48534 -1.26431 3.54055  0.270
57 C -0.57538 -1.05025 -3.28625  0.653
58 C -1.30106 -2.19318 -2.53167  -0.053
59 O -1.54452 -3.21784 -3.43138  -0.489
60 O -1.49465 -0.43436 -4.15591  -0.519
61 H 0.26311 -1.45328 -3.86480  0.385
62 H -0.27824 -0.31913 -2.52468  -0.439
63 H -2.24071 -1.88706 -2.07936  0.195
64 H -0.57512 -2.57324 -1.80109  0.046
65 H -2.49731 -3.28260 -3.57891  0.430
66 H -1.46874 0.52755 -4.09095  0.380

Its highest occupied orbital energy is -14.8 eV. Its energy relative to the best compared isomer or geometry (same formula, charge and spin) is 0.000 eV. The molecular weight is 663.60 g/mol. Its net charge is +2.

***

4.
Density functional theory data (the ωB97M-V functional and the def2-TZVPD basis) for a 7-piece molecular cluster, C12H36ClO6S overall in a non-equilibrium geometry.

Last column: Mulliken charge in e.
Cartesian coordinates (Å):
1 Cl 25.92400 47.63800 41.69000  -0.918
2 C 25.66300 49.32000 37.14300  -1.481
3 C 25.92800 47.98300 37.80400  0.273
4 O 24.87800 47.71100 38.64600  -0.487
5 H 26.63100 49.50500 36.67000  0.379
6 H 25.60900 50.11800 37.82400  0.293
7 H 24.89800 49.16100 36.52600  0.491
8 H 26.94700 48.20100 38.23000  0.053
9 H 26.15000 47.35100 36.92200  0.258
10 H 25.21400 47.63900 39.57000  0.212
11 C 28.85400 51.73300 39.91700  -1.311
12 C 27.84500 50.42000 39.87500  0.451
13 O 27.07500 50.68000 40.98000  -0.529
14 H 29.46200 51.62300 40.77500  0.356
15 H 28.35700 52.72800 39.73800  0.323
16 H 29.65500 51.56900 39.06500  0.323
17 H 28.61400 49.68800 40.10500  -0.005
18 H 27.29900 50.35100 39.07700  0.127
19 H 26.45900 49.88900 40.97800  0.286
20 C 29.60900 44.27800 39.10400  -0.964
21 C 28.36900 44.89000 39.61200  -0.002
22 O 28.50500 46.28400 39.87100  -0.309
23 H 30.49400 44.58200 39.70900  0.274
24 H 30.11600 44.85300 38.13700  0.228
25 H 29.65800 42.99600 38.84400  0.228
26 H 28.30200 44.57100 40.80000  0.162
27 H 27.25200 44.50000 39.20100  0.248
28 H 27.77200 46.62700 40.31900  0.155
29 C 31.29300 48.06100 43.39700  -1.682
30 C 30.01400 48.01700 42.57700  0.850
31 O 28.88300 47.67300 43.41200  -0.514
32 H 31.68000 47.28200 43.71200  0.531
33 H 31.18500 48.57300 44.36900  0.361
34 H 31.92200 48.72900 42.88900  0.403
35 H 30.11800 47.20900 41.63800  -0.034
36 H 29.79700 48.94900 42.12900  -0.186
37 H 27.98600 47.82000 42.90200  0.202
38 C 21.09200 50.09600 41.73900  -1.848
39 C 22.29300 49.25700 41.34700  -0.406
40 O 23.08500 48.68700 42.38000  -0.339
41 H 20.39500 49.53900 42.06100  0.462
42 H 20.72900 50.73600 41.03600  0.501
43 H 21.58000 50.75200 42.27300  0.473
44 H 22.77100 49.96100 40.89900  0.374
45 H 22.11700 48.53600 40.73000  0.583
46 H 24.02900 48.32300 42.10900  0.147
47 C 25.63700 45.72400 45.10500  -0.696
48 S 23.99400 46.26900 44.64400  0.598
49 O 23.10600 45.79000 45.86500  -0.744
50 C 24.33500 47.96000 45.20400  -0.855
51 H 25.87700 45.62700 46.22400  0.279
52 H 26.38800 46.30400 44.70100  0.162
53 H 25.58600 44.78500 44.64800  0.343
54 H 24.76700 48.46200 44.30800  0.181
55 H 24.80100 48.06400 46.22200  0.346
56 H 23.46000 48.46300 45.21800  0.398

Its highest occupied orbital energy is -6.1 eV. Its energy relative to the best compared isomer or geometry (same formula, charge and spin) is 1.636 eV. The molecular weight is 343.93 g/mol. Its net charge is -1.